(1)
{
  "formula": "C23H16AsO5Tc",
  "method": "ωB97M-V with the def2-TZVPD basis set",
  "total_charge": 3,
  "e_lumo_ev": [-13.75, -13.95],
  "e_above_lowest_ev": 1.9861,
  "spin_multiplicity": 4,
  "energy_ha": -3577.54208,
  "orbital_gap_ev": [4.5, 4.3],
  "species": ["O", "C", "Tc", "O", "C", "C", "O", "C", "O", "C", "O", "H", "C", "C", "C", "C", "C", "C", "As", "C", "C", "C", "C", "C", "C", "C", "C", "C", "C", "C", "C", "H", "H", "H", "H", "H", "H", "H", "H", "H", "H", "H", "H", "H", "H", "H"],
  "positions_angstrom": [[-4.02433, 2.67009, 0.80713], [-3.22854, 2.26444, 0.05060], [-1.91768, 1.69953, -1.26886], [-3.98971, 0.39625, -3.07637], [-3.17887, 0.83750, -2.37924], [-0.61282, 1.94344, -2.77612], [0.20387, 2.17271, -3.57437], [-0.63568, 2.79986, 1.94689], [-0.30102, 3.82933, 1.44737], [-1.90919, 3.57906, -1.54736], [-2.02713, 4.72449, -1.74819], [-0.33766, 2.37331, 2.98414], [-0.74532, -3.68846, -2.28966], [-1.11786, -3.64764, -0.93500], [-1.11080, -2.41760, -0.26649], [-0.61495, -1.29397, -0.93475], [-0.30819, -1.32014, -2.30349], [-0.36530, -2.53680, -2.99237], [-0.40465, 0.36614, 0.09527], [-0.32698, -0.24844, 1.89219], [-1.50901, -0.22365, 2.66553], [-1.46787, -0.76213, 3.96441], [-0.22179, -1.21605, 4.45639], [0.94460, -1.21274, 3.67432], [0.89200, -0.73788, 2.36243], [1.48343, 0.61018, -0.42486], [2.26528, -0.52193, -0.71834], [3.62482, -0.38453, -1.04113], [4.13735, 0.92226, -1.10398], [3.37042, 2.06865, -0.83299], [2.02623, 1.89696, -0.49260], [-0.79941, -4.63833, -2.81659], [-1.43047, -4.54995, -0.39801], [-1.38254, -2.34075, 0.79194], [0.01318, -0.41289, -2.82646], [-0.07334, -2.58837, -4.04903], [-2.43307, 0.22617, 2.25729], [-2.39669, -0.78168, 4.57980], [-0.17492, -1.56920, 5.48359], [1.89595, -1.59767, 4.05674], [1.75537, -0.73217, 1.70186], [1.80782, -1.51667, -0.65675], [4.22972, -1.29336, -1.25646], [5.18060, 1.03118, -1.35732], [3.82935, 3.06786, -0.84495], [1.38580, 2.75358, -0.30617]]
}

(2)
{
  "formula": "C23H16BaBrF6N4OPSe3Te",
  "method": "ωB97M-V with the def2-TZVPD basis set",
  "total_charge": -1,
  "e_lumo_ev": [1.66, 1.28],
  "e_above_lowest_ev": 1.9466,
  "spin_multiplicity": 2,
  "energy_ha": -12193.16077,
  "orbital_gap_ev": [5.4, 5.0],
  "species": ["Ba", "C", "C", "N", "C", "C", "C", "C", "C", "C", "C", "N", "C", "C", "C", "C", "C", "C", "C", "C", "N", "C", "H", "H", "H", "H", "H", "H", "H", "H", "H", "H", "H", "H", "Se", "Se", "Te", "Se", "O", "C", "C", "C", "N", "C", "Br", "C", "H", "H", "H", "H", "F", "P", "F", "F", "F", "F", "F"],
  "positions_angstrom": [[-0.58282, -0.14515, -1.31949], [-0.22435, 4.52163, -0.01106], [-0.75905, 3.22086, -0.05784], [-0.01193, 2.14685, -0.11230], [1.34815, 2.26761, -0.13299], [1.96904, 3.53460, -0.16275], [1.12911, 4.66845, -0.08414], [3.37359, 3.63001, -0.30637], [4.09900, 2.48030, -0.45384], [3.50517, 1.20775, -0.37966], [2.14479, 1.04904, -0.14171], [1.45764, -0.11877, 0.02791], [1.97835, -1.26582, 0.57062], [3.20318, -1.40513, 1.21060], [3.63704, -2.63823, 1.73083], [2.86133, -3.75898, 1.66631], [1.55558, -3.64999, 1.12895], [0.64633, -4.73579, 1.12564], [-0.63230, -4.56398, 0.69169], [-1.01904, -3.28673, 0.23853], [-0.19071, -2.27398, 0.17121], [1.09632, -2.42344, 0.61267], [-0.88609, 5.37543, 0.04165], [-1.83445, 3.06794, -0.07015], [1.57979, 5.65445, -0.10114], [3.84486, 4.60446, -0.33081], [5.16756, 2.54311, -0.62468], [4.11402, 0.32795, -0.53143], [3.85356, -0.54859, 1.30230], [4.62073, -2.69266, 2.18333], [3.20791, -4.71408, 2.04078], [0.98926, -5.70276, 1.47722], [-1.34557, -5.37561, 0.67163], [-2.03355, -3.11815, -0.10653], [3.41062, -2.28750, -2.43927], [1.86486, -3.89348, -2.57196], [-0.19449, -2.62650, -3.40997], [-1.95176, -4.27736, -2.99912], [-5.35163, 0.82081, 3.92068], [-4.45449, 0.55863, 2.93911], [-3.08022, 0.67666, 3.12432], [-2.25503, 0.39005, 2.05658], [-2.71147, 0.00537, 0.86228], [-4.01713, -0.10740, 0.71899], [-4.61178, -0.70092, -0.97480], [-4.94730, 0.15497, 1.70876], [-4.88421, 1.07990, 4.72137], [-2.66486, 0.98196, 4.07637], [-1.17693, 0.46943, 2.14399], [-6.00749, 0.04735, 1.53935], [-2.09836, 0.95501, -2.62588], [-1.26938, 1.57664, -3.96797], [0.12803, 0.98149, -3.25200], [-1.45471, 0.15390, -4.66452], [-1.06430, 2.92359, -3.12862], [-2.65132, 2.09793, -4.56004], [-0.41909, 2.13688, -5.18265]]
}

(3)
{
  "formula": "C23H16F3N5O2S",
  "method": "ωB97M-V with the def2-TZVPD basis set",
  "smiles": "O=C(Nc1nc2c(s1)CCOc1c-2cccc1C(F)(F)F)c1ccc(Nc2ccncn2)cc1",
  "total_charge": 0,
  "e_lumo_ev": 0.07,
  "e_above_lowest_ev": 2.6503,
  "spin_multiplicity": 1,
  "energy_ha": -2008.04609,
  "orbital_gap_ev": 8.5,
  "species": ["O", "F", "F", "F", "N", "N", "N", "O", "S", "C", "C", "C", "C", "C", "C", "C", "C", "C", "C", "C", "C", "C", "C", "C", "C", "C", "C", "C", "C", "N", "N", "C", "C", "C", "H", "H", "H", "H", "H", "H", "H", "H", "H", "H", "H", "H", "H", "H", "H", "H"],
  "positions_angstrom": [[1.79682, 2.78269, 0.48694], [4.96541, -6.08316, 3.46594], [3.30006, -7.33877, 4.45078], [3.56867, -7.16556, 2.26739], [1.01379, -0.88494, 1.52074], [-6.36678, 4.19145, -5.13520], [-5.35791, 5.18986, -3.17044], [3.91916, -4.00036, 1.86639], [2.88050, 0.04909, 0.07686], [0.69282, 2.27997, 0.42600], [1.38419, 0.15367, 0.87479], [2.01270, -1.85179, 1.54586], [3.05423, -1.54118, 0.73240], [-6.40272, 4.99720, -4.02506], [-5.19102, 3.57235, -5.35058], [-4.35633, 4.41349, -3.38037], [-4.12354, 3.65481, -4.43481], [0.35670, -4.24441, 3.96318], [-1.59297, 2.47987, -0.59720], [-0.11571, 4.35364, -0.91455], [0.63230, -3.14543, 3.17426], [-2.57320, 3.07664, -1.44654], [-1.08651, 5.04593, -1.64550], [1.27990, -5.29026, 4.05995], [2.78571, -4.04366, 2.58456], [-0.35855, 3.00287, -0.40458], [1.85584, -3.01365, 2.49670], [-2.27110, 4.33593, -1.98207], [2.50329, -5.26761, 3.34074], [0.39717, 1.08193, 0.90196], [-3.29514, 4.92302, -2.67358], [3.60089, -6.42500, 3.34990], [4.04773, -3.79213, 0.46839], [4.34460, -2.26912, 0.38532], [-7.35147, 5.28714, -3.66511], [-5.02992, 2.83455, -6.13592], [-3.18299, 3.13862, -4.63145], [-0.55649, -4.36843, 4.55693], [-1.92495, 1.56311, -0.20710], [0.90427, 4.72449, -0.72998], [-0.15209, -2.41432, 3.17202], [-3.60665, 2.53394, -1.48966], [-0.97875, 6.02289, -1.97986], [1.00838, -6.18422, 4.66223], [-0.51825, 0.60294, 0.85999], [-3.57708, 5.84704, -2.24533], [4.84750, -4.43782, 0.11945], [3.07241, -4.05239, 0.07433], [4.51439, -2.17385, -0.65840], [5.23069, -2.15108, 1.01928]]
}

(4)
{
  "formula": "C23H16O5PTm",
  "method": "ωB97M-V with the def2-TZVPD basis set",
  "total_charge": 2,
  "e_lumo_ev": [-8.78, -8.99],
  "spin_multiplicity": 3,
  "energy_ha": -2687.90030,
  "orbital_gap_ev": [5.7, 5.5],
  "species": ["O", "C", "Tm", "O", "C", "C", "O", "C", "O", "C", "O", "H", "C", "C", "C", "C", "C", "C", "P", "C", "C", "C", "C", "C", "C", "C", "C", "C", "C", "C", "C", "H", "H", "H", "H", "H", "H", "H", "H", "H", "H", "H", "H", "H", "H", "H"],
  "positions_angstrom": [[0.99071, 0.96439, -5.34243], [0.58662, 1.04165, -4.21135], [-2.82513, -0.02786, -1.45136], [0.21765, 3.13760, -1.09386], [-0.02341, 2.52803, -2.15096], [-0.39369, -0.02356, -3.53752], [-0.14636, -1.20371, -3.44956], [1.03866, 1.82311, -2.97022], [2.20694, 1.73504, -2.60712], [-1.45718, 2.49498, -2.59476], [-2.29867, 3.31363, -2.75459], [-1.72560, 0.50883, -3.08095], [2.40262, 2.56516, 3.16587], [2.95081, 2.38775, 1.89122], [2.26172, 1.64827, 0.93042], [1.03530, 1.03411, 1.25321], [0.48242, 1.22533, 2.53117], [1.16417, 1.99446, 3.47679], [0.27391, -0.01812, -0.03906], [1.02114, -1.64704, 0.32740], [1.62618, -2.35171, -0.73658], [2.16460, -3.61873, -0.51748], [2.12495, -4.18799, 0.76085], [1.57173, -3.47354, 1.82760], [1.04456, -2.19386, 1.61967], [-1.54061, -0.20362, 0.40248], [-2.18170, -1.45993, 0.19641], [-3.57840, -1.53561, 0.10092], [-4.35754, -0.37389, 0.19773], [-3.74491, 0.86998, 0.40840], [-2.34793, 0.96250, 0.49767], [2.93748, 3.15250, 3.91347], [3.91548, 2.83008, 1.63602], [2.65536, 1.54641, -0.08500], [-0.48073, 0.77869, 2.77957], [0.72148, 2.14407, 4.46287], [1.64535, -1.89437, -1.72907], [2.61161, -4.16327, -1.34895], [2.53112, -5.18487, 0.92484], [1.54717, -3.90722, 2.82884], [0.64391, -1.62284, 2.45831], [-1.57364, -2.36184, 0.08689], [-4.04562, -2.50817, -0.08453], [-5.44067, -0.44079, 0.07502], [-4.34560, 1.78172, 0.44103], [-1.86626, 1.93428, 0.59073]]
}

Question: Number 4 is which compound?
Answer: C23H16O5PTm